Entry one
ORCA calculation (ωB97M-V/def2-TZVPD) on C2H5P in the gas phase.

Output
orbital gap: 10.628 eV
SMILES: C1CP1
LUMO energy: 1.139 eV

CARTESIAN COORDINATES (ANGSTROEM)
C 0.49 0.33 0.55
C -0.26 -0.74 -0.39
P 0.71 0.66 -1.28
H -0.28 0.89 1.09
H 1.62 -0.06 1.14
H 0.17 -1.71 -0.56
H -1.32 -0.73 -0.77
H -0.50 1.38 -1.25

Which charges does Löwdin predict for the atoms? In e, they are: C -0.4678; C -0.4324; P 0.7602; H 0.0298; H 0.1484; H 0.0158; H 0.0604; H -0.1145

=====

Entry two
ORCA calculation (ωB97M-V/def2-TZVPD) on C2H5P in the gas phase.

Output
orbital gap: 10.602 eV
SMILES: C1CP1
LUMO energy: 1.110 eV

CARTESIAN COORDINATES (ANGSTROEM)
C 0.54 0.25 0.54
C -0.27 -0.80 -0.10
P 0.24 0.62 -1.28
H -0.03 0.68 1.44
H 1.54 0.00 0.75
H 0.24 -1.69 -0.46
H -1.32 -0.68 0.26
H -0.95 1.62 -1.15

Which charges does Löwdin predict for the atoms? In e, they are: C -0.5062; C -0.4464; P 0.7843; H 0.0996; H 0.0231; H 0.0492; H 0.0732; H -0.0768

=====

Result of the stability comparison: entry two is the most stable of them.

=====

Entry one
ORCA calculation (ωB97M-V/def2-TZVPD) on 2 unconnected molecules or ions with the total composition C3H10NS.

Output
orbital gap: 6.956 eV
charge: -1
LUMO energy: 4.193 eV

CARTESIAN COORDINATES (ANGSTROEM)
S 2.41 -0.11 0.22
H 3.75 0.20 0.06
C -0.54 0.47 -1.30
N -0.99 -0.02 0.00
C -0.49 -1.39 0.19
C -0.50 0.93 1.03
H -0.97 -0.14 -2.12
H 0.54 0.41 -1.44
H -0.90 1.51 -1.44
H -0.62 -1.71 1.23
H -1.02 -2.05 -0.49
H 0.59 -1.48 0.18
H -0.47 0.40 2.03
H -1.27 1.71 1.15
H 0.50 1.27 0.71

These are the Löwdin partial charges, in e, on atoms 1 to 8: S -0.0135; H -0.4059; C -0.1941; N -0.3229; C -0.1926; C -0.1823; H 0.0723; H -0.0077

=====

Entry two
ORCA calculation (ωB97M-V/def2-TZVPD) on 2 unconnected molecules or ions with the total composition C3H10NS.

Output
orbital gap: 6.547 eV
charge: -1
LUMO energy: 4.298 eV

CARTESIAN COORDINATES (ANGSTROEM)
C -1.79 -0.35 -2.00
S -0.03 -0.83 -1.91
H -2.42 -0.63 -1.14
H -1.67 0.72 -2.12
H -2.37 -0.92 -2.76
C 1.65 -0.54 1.30
C 0.38 0.26 1.23
N 0.35 1.44 0.39
H 2.34 -0.01 1.95
H 1.51 -1.51 1.80
H 2.15 -0.77 0.29
H -0.47 -0.43 0.96
H 0.16 0.57 2.27
H 0.77 1.16 -0.52
H -0.56 1.86 0.26

These are the Löwdin partial charges, in e, on atoms 1 to 8: C -0.7109; S 0.0794; H -0.0166; H -0.0422; H -0.0175; C -0.1630; C -0.4544; N -0.0621

=====

Result of the stability comparison: entry two is the most stable of them.

=====

Entry one
ORCA calculation (ωB97M-V/def2-TZVPD) on 2 unconnected molecules or ions with the total composition C7H19NP.

Output
orbital gap: 8.702 eV
charge: +1
LUMO energy: -4.754 eV

CARTESIAN COORDINATES (ANGSTROEM)
C 2.81 1.45 -1.07
C -0.28 -3.34 0.46
C -2.08 0.62 -1.67
C -1.61 2.01 0.71
C 2.58 1.43 0.45
C -0.66 -2.06 -0.22
C -0.67 -0.81 0.58
N -0.47 -0.86 1.95
P -0.75 0.80 -0.35
H 1.91 1.26 -1.57
H 3.42 0.68 -1.41
H 3.31 2.44 -1.43
H -0.58 -4.14 -0.17
H -0.81 -3.43 1.32
H 0.80 -3.46 0.71
H -2.92 0.02 -1.46
H -1.72 0.13 -2.59
H -2.51 1.61 -2.06
H -1.68 3.01 0.18
H -1.09 2.19 1.65
H -2.60 1.73 0.82
H 3.64 1.77 0.84
H 1.65 2.03 0.66
H 0.03 -1.85 -1.21
H -1.75 -2.13 -0.66
H -0.57 0.02 2.35
H 0.07 -1.52 2.38
H 2.52 0.39 0.82

These are the Löwdin partial charges, in e, on atoms 1 to 8: C -0.1959; C -0.0975; C -0.2583; C -0.2710; C -0.1991; C -0.2533; C -0.3358; N 0.2202

=====

Entry two
ORCA calculation (ωB97M-V/def2-TZVPD) on a gas-phase ion, C7H19NP (charge +1).

Output
orbital gap: 10.426 eV
SMILES: CC[NH+](CC)[C@H](C)PC
charge: +1
LUMO energy: -2.706 eV

CARTESIAN COORDINATES (ANGSTROEM)
C 0.73 -2.02 -0.36
C 1.50 2.51 -0.83
C -1.18 -0.86 1.74
C -2.48 -0.90 -1.10
C 1.23 -0.61 -0.68
C 1.71 1.65 0.36
C -0.64 0.41 0.93
N 1.02 0.33 0.42
P -1.63 0.71 -0.63
H -0.32 -2.12 -0.56
H 1.19 -2.67 -1.00
H 1.04 -2.36 0.65
H 0.37 2.68 -0.92
H 1.92 3.41 -0.55
H 2.01 2.22 -1.79
H -1.54 -1.66 1.15
H -0.43 -1.26 2.32
H -2.10 -0.56 2.33
H -2.84 -0.72 -2.19
H -3.33 -1.25 -0.40
H -1.83 -1.75 -1.19
H 0.97 -0.14 -1.66
H 2.36 -0.76 -0.81
H 1.45 2.13 1.32
H 2.79 1.35 0.35
H -0.75 1.19 1.65
H 1.44 -0.04 1.19
H -2.67 1.05 0.25

These are the Löwdin partial charges, in e, on atoms 1 to 8: C -0.0521; C -0.0863; C -0.0886; C -0.3420; C -0.2063; C -0.2057; C -0.3617; N -0.1022

=====

Result of the stability comparison: entry one is the most stable of them.

=====

Entry one
ORCA calculation (ωB97M-V/def2-TZVPD) on 30 unconnected molecules or ions with the total composition H60O30.

Output
orbital gap: 10.697 eV
LUMO energy: 0.025 eV

CARTESIAN COORDINATES (ANGSTROEM)
O 13.32 12.31 14.18
H 13.57 11.81 14.98
H 12.35 12.22 14.01
O 11.90 6.45 11.26
H 12.53 6.47 10.54
H 11.27 7.12 11.14
O 8.68 7.63 11.70
H 8.89 8.32 11.08
H 8.36 6.83 11.25
O 5.98 14.15 7.12
H 5.32 14.61 6.59
H 6.85 14.42 6.80
O 11.68 14.22 7.49
H 11.62 13.79 6.62
H 10.73 14.46 7.65
O 15.11 7.19 11.83
H 15.76 6.58 12.29
H 14.96 8.03 12.32
O 9.95 9.91 11.16
H 9.52 10.65 10.72
H 10.78 9.63 10.64
O 8.56 12.11 13.79
H 8.05 12.87 13.92
H 7.93 11.42 13.57
O 7.16 9.67 13.16
H 6.92 9.19 13.92
H 7.88 9.14 12.72
O 9.37 12.62 9.30
H 10.32 12.66 9.39
H 9.15 11.84 8.72
O 5.35 9.98 8.80
H 5.44 10.92 9.01
H 5.69 9.52 9.60
O 7.51 7.88 7.67
H 7.77 7.09 8.21
H 6.63 7.74 7.24
O 6.43 11.12 6.41
H 6.00 10.57 7.11
H 5.78 11.82 6.20
O 11.15 8.87 13.59
H 10.46 9.16 12.98
H 10.98 7.93 13.62
O 9.22 16.04 11.12
H 9.53 16.92 10.97
H 9.92 15.39 11.28
O 9.00 14.90 7.77
H 8.80 14.22 8.42
H 8.96 15.77 8.22
O 10.76 6.08 7.69
H 10.77 6.61 6.88
H 11.55 5.59 7.79
O 6.37 12.63 9.46
H 7.33 12.48 9.39
H 6.18 13.25 8.78
O 13.85 9.95 16.40
H 13.61 9.81 17.32
H 13.55 9.26 15.73
O 14.28 14.56 12.28
H 14.05 13.73 12.72
H 14.85 14.24 11.58
O 8.56 5.69 9.20
H 9.30 5.68 8.55
H 7.99 4.94 8.87
O 9.41 7.92 5.69
H 8.49 7.91 6.10
H 9.19 7.73 4.73
O 11.01 12.13 12.97
H 10.03 11.99 13.25
H 11.02 11.63 12.14
O 14.75 8.17 9.25
H 14.95 7.63 10.00
H 15.64 8.38 8.88
O 12.10 9.71 9.83
H 12.89 9.16 9.60
H 12.35 10.61 9.56
O 14.01 9.42 13.22
H 13.03 9.25 13.14
H 14.10 10.34 13.31
O 9.04 11.05 7.26
H 9.18 10.12 7.07
H 8.11 11.28 6.96
O 11.89 12.47 9.34
H 12.08 13.07 8.58
H 12.33 12.95 10.07
O 11.52 14.37 11.44
H 12.27 14.89 11.84
H 11.33 13.60 12.05
O 7.03 14.59 12.97
H 7.74 14.94 12.35
H 6.58 13.96 12.36

These are the Löwdin partial charges, in e, on atoms 1 to 8: O -0.0890; H 0.0311; H 0.0164; O -0.0234; H 0.0269; H -0.0240; O -0.0606; H -0.0015

=====

Entry two
ORCA calculation (ωB97M-V/def2-TZVPD) on 30 unconnected molecules or ions with the total composition H60O30.

Output
orbital gap: 9.613 eV
LUMO energy: -0.270 eV

CARTESIAN COORDINATES (ANGSTROEM)
O 0.04 0.06 -0.62
O 0.86 0.41 1.96
O -0.81 -1.78 1.09
O 1.42 -2.09 -1.06
O -2.22 0.70 1.54
O 0.88 2.88 0.55
O -2.68 0.11 -2.13
O 0.62 1.12 -3.36
O 3.03 -0.18 -2.14
O -3.07 2.34 -0.34
O -1.04 3.08 -2.16
O -0.90 -3.47 -2.22
O -1.35 3.82 1.65
O 3.37 -1.50 2.38
O 0.56 -0.11 4.49
O 2.68 3.72 -1.34
O -0.92 -3.28 3.42
O -4.31 -2.04 -2.01
O 4.51 1.03 2.48
O -4.12 -3.21 0.75
O 2.52 3.34 3.31
O 2.83 -4.50 -0.92
O 5.45 0.50 -0.80
O -4.38 0.31 3.41
O -5.61 -0.44 0.97
O 1.87 -3.96 3.71
O -0.26 3.85 4.29
O -3.88 1.91 -3.88
O 3.79 1.17 -4.42
O -1.62 1.57 5.78
H 0.63 0.80 -0.78
H -0.64 0.09 -1.30
H 0.21 -0.17 1.57
H 0.86 1.33 1.47
H -0.87 -2.30 1.86
H -1.44 -1.02 1.19
H 1.85 -1.32 -1.48
H 0.70 -1.77 -0.52
H -2.87 1.16 0.94
H -1.54 1.34 1.51
H 1.55 3.20 -0.06
H 0.12 3.39 0.33
H -3.11 0.44 -1.33
H -3.15 -0.73 -2.30
H 1.48 0.80 -3.06
H 0.29 0.58 -4.08
H 3.44 0.04 -1.30
H 3.70 -0.27 -2.83
H -3.84 2.89 -0.52
H -2.36 2.63 -0.99
H -0.62 2.33 -2.61
H -1.21 3.68 -2.94
H -0.03 -3.16 -2.01
H -1.43 -2.68 -1.98
H -1.30 3.49 2.55
H -2.16 3.60 1.20
H 3.87 -2.22 1.93
H 2.49 -1.30 1.99
H 0.72 0.16 3.60
H -0.36 0.20 4.71
H 3.60 3.67 -1.13
H 2.54 4.44 -1.96
H -1.38 -4.11 3.20
H -1.19 -2.92 4.32
H -4.77 -2.53 -2.64
H -4.65 -2.42 -1.15
H 5.09 1.00 3.26
H 4.26 0.08 2.46
H -3.21 -2.86 0.57
H -3.97 -4.16 0.95
H 2.43 4.02 2.64
H 2.72 2.53 2.89
H 2.08 -5.10 -1.04
H 2.48 -3.56 -0.95
H 5.62 0.78 0.09
H 5.85 -0.34 -0.90
H -4.71 -0.09 2.60
H -3.43 0.07 3.43
H -5.37 0.38 0.53
H -6.35 -0.88 0.42
H 0.96 -3.61 3.66
H 2.12 -3.83 4.60
H 0.60 4.00 3.82
H -0.36 2.86 4.44
H -4.83 1.75 -3.87
H -3.39 1.27 -3.37
H 3.13 1.83 -4.65
H 4.58 1.29 -5.00
H -1.27 1.60 6.68
H -2.56 1.55 5.87

These are the Löwdin partial charges, in e, on atoms 1 to 8: O -0.0537; O -0.0928; O -0.0448; O -0.0851; O -0.0498; O -0.0547; O -0.0600; O -0.0381

=====

Result of the stability comparison: entry one is the most stable of them.

=====

Entry one
ORCA calculation (ωB97M-V/def2-TZVPD) on C5H6OS2 in the gas phase.

Output
orbital gap: 6.828 eV
SMILES: C=[S@@H](=O)C#C/C=C\S
LUMO energy: -1.562 eV

CARTESIAN COORDINATES (ANGSTROEM)
C -0.13 -2.23 0.14
C 0.81 -1.16 0.09
C 0.06 -3.58 -0.13
C 0.73 0.02 0.40
C 0.68 2.39 -1.23
O 2.12 2.03 0.93
S 1.84 -3.77 -0.66
S 1.60 1.37 -0.25
H -1.16 -1.79 0.36
H 2.27 -2.63 0.02
H -0.49 -4.37 -0.39
H 1.05 3.38 -1.19
H 0.29 2.14 -2.24
H 2.68 0.49 -0.87

These are the Löwdin partial charges, in e, on atoms 1 to 8: C -0.2469; C -0.1711; C -0.3158; C -0.1104; C -0.2753; O -0.4094; S 0.6902; S 0.6952

=====

Entry two
ORCA calculation (ωB97M-V/def2-TZVPD) on C5H6OS2 in the gas phase.

Output
orbital gap: 7.977 eV
SMILES: C[C@@]1(C=S)OCC1=S
LUMO energy: -0.930 eV

CARTESIAN COORDINATES (ANGSTROEM)
C 1.65 -0.80 -1.24
C 0.54 -0.43 -0.24
C 0.45 0.21 1.75
C 0.52 0.97 0.38
C -0.84 -0.77 -0.89
H 1.71 -1.87 -1.31
H 1.38 -0.43 -2.27
H 2.64 -0.39 -0.90
H -0.51 0.23 2.24
H 1.27 0.55 2.44
H -0.84 -0.28 -1.87
O 0.66 -1.01 1.06
S 0.53 2.47 -0.15
S -2.08 -1.52 -0.18

These are the Löwdin partial charges, in e, on atoms 1 to 8: C -0.0064; C -0.5936; C -0.1534; C -0.7045; C -0.5741; H 0.0756; H 0.1050; H 0.1075

=====

Result of the stability comparison: entry two is the most stable of them.